Record 1
Here is a cluster of 9 separate species, C36H60O15 in total at a distorted geometry from the OMol25 dataset. Energies are from ωB97M-V/def2-TZVPD.

Geometry as XYZ:
```
111
C36H60O15 | the OMol25 dataset | ωB97M-V/def2-TZVPD
C -6.059 0.381 4.747
C -7.057 0.447 3.632
C -7.067 -0.940 3.089
O -7.097 -1.682 4.260
C -6.613 -0.968 5.403
H -6.020 1.203 5.461
H -5.044 0.277 4.365
H -6.955 1.291 2.949
H -8.026 0.579 4.114
H -6.155 -1.055 2.504
H -7.908 -1.255 2.471
H -5.773 -1.526 5.817
H -7.387 -0.841 6.160
C 3.368 5.396 -6.544
C 4.604 4.593 -7.133
C 4.540 3.255 -6.303
O 3.467 3.337 -5.377
C 3.127 4.773 -5.231
H 2.506 5.134 -7.157
H 3.633 6.453 -6.499
H 5.562 5.073 -6.933
H 4.451 4.299 -8.172
H 5.448 3.227 -5.702
H 4.505 2.395 -6.972
H 3.731 5.143 -4.403
H 2.091 4.945 -4.937
C -0.811 1.882 7.755
C 0.072 2.106 8.976
C 0.618 3.515 8.874
O -0.336 4.174 8.051
C -1.382 3.319 7.610
H -1.545 1.077 7.770
H -0.289 1.760 6.806
H 0.854 1.370 8.786
H -0.457 1.875 9.900
H 1.591 3.469 8.384
H 0.557 3.912 9.888
H -1.599 3.526 6.562
H -2.322 3.313 8.161
O 7.821 0.045 -1.990
C 6.942 -0.330 -1.231
O 6.631 -1.601 -1.243
C 5.930 -1.885 -0.106
C 6.058 -0.679 0.802
C 6.221 0.425 -0.178
H 6.276 -2.762 0.441
H 4.923 -2.133 -0.442
H 6.834 -0.729 1.566
H 5.150 -0.473 1.368
H 6.798 1.331 0.008
H 5.302 0.751 -0.663
O 5.816 6.506 1.462
C 5.474 6.754 2.624
O 4.322 7.416 2.781
C 3.996 7.542 4.153
C 5.237 7.079 4.926
C 6.051 6.367 3.942
H 3.152 6.897 4.399
H 3.749 8.588 4.339
H 5.025 6.480 5.811
H 5.857 7.834 5.410
H 6.070 5.278 3.984
H 7.069 6.756 3.913
O 1.415 2.011 2.302
C 0.564 1.422 1.620
O 0.369 0.200 1.793
C -0.550 -0.383 0.893
C -1.244 0.741 0.291
C -0.423 1.984 0.581
H -1.174 -1.103 1.422
H 0.085 -0.941 0.204
H -2.214 0.862 0.774
H -1.312 0.528 -0.776
H -0.943 2.856 0.977
H 0.186 2.121 -0.313
O -0.382 -6.240 -0.651
C -1.198 -7.046 -0.163
O -1.475 -8.162 -0.834
C -2.498 -8.936 -0.199
C -3.171 -7.879 0.659
C -2.036 -6.927 1.097
H -1.947 -9.600 0.468
H -3.079 -9.476 -0.947
H -3.506 -8.417 1.546
H -3.995 -7.417 0.115
H -1.464 -7.303 1.945
H -2.492 -5.962 1.319
O -5.025 -3.906 -2.592
C -5.205 -4.582 -3.587
O -4.320 -4.521 -4.631
C -4.408 -5.717 -5.407
C -5.920 -6.082 -5.244
C -6.370 -5.561 -3.922
H -3.714 -6.425 -4.954
H -4.041 -5.755 -6.433
H -6.251 -7.115 -5.351
H -6.469 -5.570 -6.034
H -6.299 -6.428 -3.266
H -7.329 -5.044 -3.932
O -0.917 0.919 -8.237
C -0.317 -0.053 -7.837
O 0.227 -1.003 -8.702
C 0.556 -2.173 -8.015
C 0.674 -1.755 -6.545
C -0.189 -0.551 -6.373
H 1.543 -2.520 -8.319
H -0.182 -2.973 -8.073
H 1.707 -1.613 -6.230
H 0.230 -2.573 -5.977
H 0.172 0.166 -5.635
H -1.199 -0.784 -6.035
```

Calculated values
HOMO level: -9.29 eV
Orbital gap: 9.3774 eV
Total charge: 0
Molecular weight: 732.9 u
Structure (SMILES): O=C1CCCO1.O=C1CCCO1.O=C1CCCO1.O=C1CCCO1.O=C1CCCO1.O=C1CCCO1.C1CCOC1.C1CCOC1.C1CCOC1
Largest force on an atom: 6.011 eV/Å
Total energy: -2536.1748 Ha

Löwdin population analysis, charges in e, atoms 1 to 2: -0.151, -0.214


Record 2
Here is a cluster of 9 separate species, C36H60O21 in total at a distorted geometry from the OMol25 dataset. Energies are from ωB97M-V/def2-TZVPD.

Geometry as XYZ:
```
117
C36H60O21 | the OMol25 dataset | ωB97M-V/def2-TZVPD
C -2.696 -10.786 1.549
C -2.721 -11.572 0.248
C -2.229 -12.928 0.765
O -2.794 -13.012 2.077
C -3.342 -11.744 2.474
H -3.236 -9.843 1.632
H -1.624 -10.703 1.728
H -2.106 -11.150 -0.548
H -3.737 -11.689 -0.131
H -1.165 -12.827 0.976
H -2.342 -13.833 0.168
H -3.208 -11.495 3.527
H -4.397 -11.898 2.246
C -7.096 -17.662 -0.908
C -7.927 -16.508 -0.358
C -7.227 -15.272 -0.760
O -7.029 -15.660 -2.147
C -6.889 -17.128 -2.347
H -7.636 -18.609 -0.892
H -6.157 -17.831 -0.380
H -7.958 -16.684 0.717
H -8.954 -16.429 -0.716
H -6.243 -15.315 -0.294
H -7.755 -14.322 -0.675
H -5.833 -17.256 -2.583
H -7.644 -17.398 -3.085
C -6.828 -10.418 -5.921
C -8.323 -10.274 -5.531
C -8.625 -8.795 -5.964
O -7.407 -8.218 -5.548
C -6.266 -8.985 -5.738
H -6.676 -10.793 -6.933
H -6.331 -11.052 -5.187
H -8.344 -10.274 -4.442
H -9.009 -10.952 -6.037
H -9.472 -8.264 -5.528
H -8.819 -8.780 -7.037
H -5.709 -8.714 -4.841
H -5.821 -8.684 -6.686
C -5.646 -1.681 -9.627
C -6.344 -2.478 -8.480
C -6.091 -2.018 -7.059
O -7.349 -1.616 -6.636
C -8.274 -1.667 -7.542
O -9.486 -1.422 -7.415
O -7.724 -2.228 -8.597
H -5.734 -0.596 -9.574
H -6.071 -2.058 -10.558
H -4.598 -1.966 -9.723
H -6.243 -3.526 -8.763
H -5.342 -1.227 -7.012
H -5.736 -2.830 -6.424
C -13.528 -12.464 -3.076
C -13.890 -11.012 -2.875
C -15.336 -10.862 -2.206
O -15.140 -9.763 -1.319
C -13.822 -9.543 -1.243
O -13.389 -8.718 -0.497
O -13.088 -10.378 -1.915
H -14.142 -12.840 -3.894
H -13.621 -13.108 -2.201
H -12.509 -12.706 -3.376
H -13.746 -10.397 -3.764
H -15.864 -11.700 -1.751
H -16.007 -10.585 -3.020
C -12.273 -9.956 -15.330
C -13.029 -10.362 -14.040
C -13.238 -11.845 -13.942
O -13.222 -11.989 -12.464
C -12.628 -10.866 -11.913
O -12.459 -10.621 -10.737
O -12.349 -10.005 -12.859
H -12.919 -10.107 -16.195
H -11.385 -10.580 -15.421
H -11.743 -9.003 -15.342
H -13.984 -9.859 -13.887
H -12.467 -12.525 -14.303
H -14.201 -12.179 -14.328
C 2.544 -5.068 -10.059
C 1.573 -5.792 -9.111
C 0.219 -5.187 -9.194
O -0.555 -6.309 -9.197
C 0.169 -7.442 -9.370
O -0.138 -8.567 -9.136
O 1.394 -7.095 -9.702
H 2.371 -5.135 -11.133
H 3.507 -5.578 -10.022
H 2.861 -4.062 -9.785
H 1.987 -6.181 -8.180
H -0.033 -4.598 -10.077
H 0.021 -4.482 -8.387
C -9.270 -4.054 -1.474
C -8.268 -4.648 -0.353
C -8.104 -6.123 -0.601
O -6.701 -6.276 -0.889
C -6.069 -5.076 -0.928
O -4.926 -4.989 -1.272
O -6.980 -4.071 -0.557
H -9.074 -2.981 -1.469
H -10.285 -4.386 -1.255
H -8.953 -4.434 -2.445
H -8.726 -4.591 0.634
H -8.556 -6.205 -1.589
H -8.455 -6.878 0.102
C -3.673 -16.587 -8.120
C -4.029 -18.090 -8.130
C -3.822 -18.671 -9.460
O -3.345 -19.899 -9.119
C -3.037 -19.992 -7.845
O -2.413 -20.894 -7.277
O -3.216 -18.843 -7.251
H -3.981 -15.938 -7.301
H -3.857 -16.232 -9.135
H -2.583 -16.610 -8.139
H -5.059 -18.310 -7.849
H -3.041 -18.157 -10.020
H -4.688 -18.625 -10.121
```

Calculated values
HOMO level: -9.12 eV
Orbital gap: 9.3470 eV
Total charge: 0
Molecular weight: 828.9 u
Structure (SMILES): C[C@H]1COC(=O)O1.C[C@H]1COC(=O)O1.C[C@H]1COC(=O)O1.C[C@H]1COC(=O)O1.C[C@H]1COC(=O)O1.C[C@H]1COC(=O)O1.C1CCOC1.C1CCOC1.C1CCOC1
Largest force on an atom: 5.667 eV/Å
Total energy: -2987.6025 Ha

Löwdin population analysis, charges in e, atoms 1 to 2: -0.190, -0.171


Record 3
Here is a cluster of 11 separate species, C36H60O33 in total at a distorted geometry from the OMol25 dataset. Energies are from ωB97M-V/def2-TZVPD.

Geometry as XYZ:
```
129
C36H60O33 | the OMol25 dataset | ωB97M-V/def2-TZVPD
C -1.451 -1.166 -5.778
C -0.362 -0.481 -6.581
O 0.136 -1.533 -7.332
C -0.766 -2.518 -7.443
O -0.834 -3.507 -8.158
O -1.742 -2.252 -6.617
H -2.192 -0.381 -5.632
H -0.951 -1.502 -4.869
H 0.432 -0.058 -5.965
H -0.911 0.224 -7.206
C -5.333 7.847 4.014
C -5.125 7.829 2.477
O -3.727 7.629 2.417
C -3.342 7.037 3.529
O -2.220 6.565 3.702
O -4.352 7.002 4.440
H -6.262 7.325 4.244
H -5.333 8.750 4.625
H -5.459 8.768 2.037
H -5.665 7.017 1.989
C 3.565 -5.533 -0.237
C 2.534 -5.693 -1.387
O 1.823 -6.926 -1.024
C 2.496 -7.493 -0.022
O 2.124 -8.564 0.429
O 3.284 -6.628 0.588
H 3.215 -4.696 0.368
H 4.612 -5.457 -0.531
H 2.997 -5.732 -2.373
H 1.806 -4.887 -1.299
C 4.641 7.887 1.716
C 3.269 8.472 1.809
O 3.103 8.810 3.169
C 4.100 8.272 3.871
O 4.147 8.262 5.088
O 4.793 7.515 3.090
H 5.316 8.662 1.350
H 4.616 7.098 0.964
H 2.485 7.765 1.537
H 3.128 9.240 1.047
C 9.567 -6.639 8.712
C 8.319 -5.830 8.824
C 8.461 -4.281 8.633
O 7.384 -4.072 7.648
C 6.938 -5.189 7.120
O 6.125 -5.377 6.199
O 7.570 -6.167 7.657
H 9.383 -7.711 8.645
H 10.030 -6.421 9.675
H 10.314 -6.180 8.064
H 7.763 -5.992 9.748
H 9.454 -3.983 8.295
H 8.242 -3.697 9.526
C 6.760 -0.726 2.123
C 5.802 0.327 1.540
C 6.531 1.379 0.770
O 5.958 1.400 -0.521
C 5.192 0.353 -0.740
O 4.577 0.009 -1.761
O 5.126 -0.391 0.413
H 7.295 -0.326 2.985
H 7.470 -1.079 1.376
H 6.204 -1.604 2.454
H 5.018 0.651 2.225
H 7.613 1.268 0.687
H 6.271 2.349 1.192
C -6.722 1.245 -1.958
O -7.535 2.047 -2.812
C -7.554 2.003 -4.151
O -8.481 2.535 -4.704
O -6.491 1.336 -4.644
C -6.370 1.198 -6.038
H -6.903 1.361 -0.889
H -5.694 1.540 -2.167
H -6.850 0.210 -2.274
H -5.501 0.574 -6.244
H -6.263 2.176 -6.508
H -7.283 0.745 -6.425
C -0.373 2.905 -0.251
O 0.199 2.218 0.811
C -0.369 1.194 1.377
O -1.415 0.586 1.010
O 0.458 0.804 2.389
C 0.457 -0.598 2.710
H 0.439 3.622 -0.368
H -1.182 3.494 0.181
H -0.649 2.468 -1.211
H 1.276 -1.016 3.295
H 0.374 -1.196 1.802
H -0.430 -0.865 3.285
C -2.052 -6.250 3.530
O -2.545 -5.993 2.197
C -2.883 -7.000 1.294
O -2.559 -8.212 1.386
O -3.351 -6.500 0.194
C -3.194 -5.089 -0.105
H -2.814 -6.395 4.296
H -1.483 -5.372 3.837
H -1.530 -7.206 3.574
H -3.945 -4.701 0.583
H -3.522 -5.050 -1.144
H -2.177 -4.721 0.027
C -8.117 -5.330 3.448
O -7.180 -4.335 3.165
C -7.018 -3.369 4.126
O -7.666 -3.268 5.231
O -6.060 -2.594 3.706
C -5.692 -1.354 4.295
H -9.154 -5.022 3.315
H -8.013 -5.770 4.440
H -8.021 -6.155 2.743
H -4.710 -1.367 4.768
H -6.492 -0.958 4.920
H -5.537 -0.643 3.484
C 0.482 2.495 -11.237
C 0.068 3.981 -11.014
O 0.309 4.238 -9.656
C -0.552 4.938 -8.893
O -1.733 5.144 -9.144
O 0.068 5.579 -7.877
C -0.706 6.162 -6.874
H -0.308 1.853 -10.849
H 1.318 2.278 -10.571
H 0.796 2.397 -12.276
H -0.942 4.076 -11.414
H 0.633 4.722 -11.579
H -1.347 5.469 -6.329
H -1.322 6.986 -7.235
H -0.150 6.709 -6.113
```

Calculated values
HOMO level: -10.13 eV
Orbital gap: 9.7982 eV
Total charge: 0
Molecular weight: 1020.8 u
Structure (SMILES): C[C@H]1COC(=O)O1.C[C@H]1COC(=O)O1.CCOC(=O)OC.COC(=O)OC.COC(=O)OC.COC(=O)OC.COC(=O)OC.O=C1OCCO1.O=C1OCCO1.O=C1OCCO1.O=C1OCCO1
Largest force on an atom: 5.384 eV/Å
Total energy: -3890.5109 Ha

Löwdin population analysis, charges in e, atoms 1 to 2: -0.126, -0.150


Record 4
Here is a cluster of 5 separate species, C36H61NO8Si in total at a distorted geometry from the OMol25 dataset. Energies are from ωB97M-V/def2-TZVPD.

Geometry as XYZ:
```
107
C36H61NO8Si | the OMol25 dataset | ωB97M-V/def2-TZVPD
C -3.513 6.462 -6.700
C -4.037 4.902 -6.625
C -2.919 4.053 -5.724
C -3.533 3.540 -4.290
C -2.455 2.705 -3.357
C -3.191 2.297 -1.943
C -2.135 1.463 -0.950
C -1.275 2.610 -0.153
C -0.150 1.983 0.907
C 0.500 3.283 1.682
C 1.702 2.921 2.737
Si 3.241 2.147 1.875
C 4.648 3.389 1.444
N 5.048 3.111 -0.009
C 3.818 0.658 2.988
C 3.964 -0.636 1.939
C 2.511 -1.186 1.322
C 2.508 -2.419 0.241
C 3.954 -3.099 -0.171
C 3.898 -4.338 -1.271
C 5.394 -2.550 0.469
C 5.426 -1.266 1.539
H -2.945 6.730 -5.696
H -4.443 7.152 -6.879
H -2.716 6.555 -7.571
H -4.057 4.403 -7.690
H -5.111 4.888 -6.156
H -2.519 3.112 -6.317
H -1.987 4.775 -5.580
H -3.964 4.442 -3.677
H -4.427 2.778 -4.501
H -2.068 1.713 -3.844
H -1.480 3.351 -3.119
H -4.209 1.728 -2.069
H -3.386 3.323 -1.366
H -2.783 0.818 -0.190
H -1.490 0.756 -1.638
H -0.654 3.197 -0.986
H -1.934 3.342 0.486
H -0.629 1.180 1.645
H 0.610 1.385 0.239
H 0.868 4.060 0.887
H -0.391 3.755 2.321
H 1.967 3.918 3.333
H 1.231 2.197 3.557
H 2.763 1.576 0.589
H 5.639 3.244 2.079
H 4.334 4.515 1.516
H 5.336 2.103 -0.089
H 5.810 3.760 -0.323
H 2.941 0.460 3.750
H 4.832 0.931 3.511
H 1.489 -0.671 1.644
H 1.485 -2.818 -0.217
H 2.902 -4.937 -1.026
H 3.773 -3.921 -2.380
H 4.814 -5.064 -1.216
H 6.420 -3.042 0.190
H 6.444 -0.847 1.976
O 5.811 -8.098 4.380
C 5.429 -7.016 3.967
O 4.908 -6.807 2.723
C 4.673 -5.411 2.542
C 4.569 -4.842 3.932
C 5.505 -5.722 4.721
H 5.511 -4.986 1.980
H 3.752 -5.263 1.971
H 4.822 -3.779 3.982
H 3.546 -4.964 4.308
H 6.533 -5.352 4.693
H 5.166 -5.847 5.752
O 3.514 -2.076 5.696
C 2.370 -2.189 5.288
O 1.968 -1.866 4.024
C 0.553 -2.018 3.929
C 0.180 -2.969 5.036
C 1.199 -2.651 6.101
H 0.087 -1.035 4.051
H 0.289 -2.415 2.944
H -0.854 -2.854 5.372
H 0.313 -4.003 4.698
H 0.870 -1.835 6.750
H 1.453 -3.536 6.690
O -5.778 7.745 -8.783
C -6.085 6.667 -9.263
O -6.559 5.609 -8.540
C -6.709 4.483 -9.403
C -6.821 5.056 -10.791
C -5.959 6.291 -10.708
H -5.833 3.836 -9.289
H -7.604 3.920 -9.121
H -6.510 4.357 -11.572
H -7.859 5.347 -10.991
H -4.911 6.071 -10.930
H -6.333 7.086 -11.357
O -0.070 -5.773 6.820
C -1.215 -5.886 6.413
O -1.617 -5.563 5.148
C -3.032 -5.715 5.054
C -3.405 -6.666 6.161
C -2.385 -6.348 7.226
H -3.498 -4.732 5.176
H -3.295 -6.112 4.069
H -4.439 -6.551 6.497
H -3.272 -7.700 5.822
H -2.715 -5.532 7.874
H -2.132 -7.233 7.815
```

Calculated values
HOMO level: -7.80 eV
Orbital gap: 8.1127 eV
Total charge: 0
Molecular weight: 664.0 u
Structure (SMILES): CCCCCCCCCCC[Si@@H](CN)Cc1ccc(C)cc1.O=C1CCCO1.O=C1CCCO1.O=C1CCCO1.O=C1CCCO1
Largest force on an atom: 5.260 eV/Å
Total energy: -2354.0292 Ha

Löwdin population analysis, charges in e, atoms 1 to 2: -0.143, -0.252